1.
C39H34ClEuN3SSi2 | ωB97M-V/def2-TZVPD

Summary:
- expectation value of S² = 12.02
- HOMO level (alpha / beta) (Eh) = -0.32179 / -0.33731
- spin multiplicity = 7
- lowest unoccupied orbital energy (alpha / beta) (eV) = -2.817 / -3.081
- energy above the lowest of the compared OMol25 structures with the same formula, charge and spin (eV) = 0.127
- charge = +1

The geometry in XYZ format:
```
81
Properties=species:S:1:pos:R:3:lowdin_spin:R:1
C 3.06153 -2.06673 4.58872 0.000
H 2.00909 3.22105 -2.98240 0.000
C 0.40024 -3.28785 -0.75197 0.003
C 0.36311 1.22752 -4.55994 0.018
C -1.78286 2.30007 -4.23180 0.022
C -1.71742 -2.11144 4.19877 -0.007
H -0.18838 2.97619 9.20486 0.000
H 0.31236 4.95065 -3.08136 0.000
H -1.93085 -0.47879 -5.88569 0.002
N 1.81596 0.09928 6.18672 0.000
C -1.43442 3.25606 -5.20192 -0.002
C -3.26598 -0.86054 3.01958 -0.006
H -0.55077 -0.06659 -1.54576 0.074
C -1.01129 2.85257 7.19963 0.000
C -0.93663 1.20197 -3.99258 0.032
C -0.87871 -1.55545 -4.32528 0.040
C 1.18059 3.16967 -2.26964 0.002
H -1.77507 -3.89476 2.81967 0.000
C 1.55293 -0.80157 -1.47961 0.065
H 2.32904 -4.12678 -1.10183 0.003
C -0.99233 2.24926 5.93230 0.000
C 1.41245 -0.19291 4.91694 0.000
H 2.59888 -0.32275 6.68397 0.000
H -1.72219 4.87443 -1.61907 0.000
Si 2.50249 0.85315 -1.53162 0.008
H -1.75211 3.61705 7.41083 0.000
C 2.31705 -1.98299 -1.45956 0.004
H 3.36636 -1.94138 -1.72898 0.000
H -0.24540 1.16553 0.05895 -0.001
C 1.07950 2.10190 -1.37538 -0.001
C -0.21080 3.17788 -5.87180 0.019
C -1.09932 2.99826 -0.69287 0.001
H -0.98768 -2.41661 4.94640 0.000
C 0.15220 -0.94069 -1.33966 0.155
H -1.69708 2.50143 5.13560 0.000
C -3.09058 -2.11502 2.33820 -0.004
H 1.55070 -3.32268 1.65889 0.001
H -3.89947 -0.02691 2.71822 0.001
H -0.98114 -1.80688 -7.73209 0.000
H 3.67591 -1.92716 5.47778 0.000
C 1.89495 -2.80598 2.54525 0.003
H -3.02149 -0.32019 -2.95143 0.065
C 0.00050 1.29597 5.69051 0.000
H 1.60612 1.21943 8.73686 0.000
H -3.60881 -2.41910 1.42367 0.000
H 0.65154 -3.65436 -7.24263 0.000
H 1.41741 -4.00845 -4.87317 0.000
H -2.69409 2.42871 -3.64061 0.001
H -0.04444 -4.27012 -0.52845 0.000
H 3.41830 1.14232 -2.51375 0.000
C 1.98505 -1.28196 4.19562 0.000
C 1.74357 -3.20834 -1.10642 0.044
H -2.02541 2.87720 -0.12086 0.000
H 1.68250 2.14051 -5.99764 -0.001
C -2.12958 -2.88769 3.07213 -0.005
C -1.24455 -1.30169 -5.66501 0.013
H 0.50293 -2.62203 -3.08110 0.000
C -2.42038 -0.86925 4.17794 -0.005
H 1.13216 0.50314 -4.27950 0.001
C 0.25512 -3.03845 -6.44019 -0.001
H -2.13355 4.05712 -5.44578 -0.001
N 1.31281 -1.70201 3.03924 -0.006
Si -1.54167 -0.34606 -3.04452 0.348
C -0.11348 2.50449 8.22434 0.000
C 0.11353 -2.50549 -4.08492 0.001
Cl 3.48083 0.91637 0.27899 0.006
C 0.18119 4.14277 -2.36169 0.000
S 3.20709 -3.40957 3.49839 0.001
N 0.31307 0.53225 4.57582 -0.001
C 0.66269 -3.26239 -5.12459 0.000
C 0.88378 1.54627 7.99045 0.000
H -1.43717 -2.15268 -0.43041 0.003
H -2.32906 -0.07812 4.91941 0.000
C -0.08581 2.03389 -0.59703 0.002
C -0.38235 -2.11727 -0.77222 0.059
C 0.91540 0.98998 6.72722 0.000
C -0.94614 4.09743 -1.53924 0.001
C 0.70431 2.18990 -5.51833 -0.002
H 0.02744 3.88188 -6.66055 0.001
C -0.68594 -2.04117 -6.71176 0.003
Eu -0.77821 -0.74474 1.90082 5.043
```

2.
C39H34NP2SiSr | ωB97M-V/def2-TZVPD

Summary:
- HOMO level (Eh) = -0.33893
- lowest unoccupied orbital energy (eV) = -2.966
- charge = +1

The geometry in XYZ format:
```
78
Properties=species:S:1:pos:R:3:mulliken_charge:R:1
H -2.10716 3.20510 -0.45924 0.297
H -5.32268 2.27081 -2.25041 0.427
C 3.86156 -3.30891 2.50684 -0.594
H 3.76079 0.31308 1.18632 0.485
H -4.38643 -1.21842 0.03209 0.271
C -1.10008 3.57366 -0.60066 -0.509
C 3.77958 -0.70960 1.55335 -0.629
C -4.59192 1.57296 -1.85870 -0.726
C -0.34347 -1.48564 2.18821 0.738
N 2.41924 -3.85415 -0.98159 -0.324
C 0.53864 5.30305 -0.22740 -0.549
C -3.25506 1.72141 -2.17471 -0.185
C -0.16896 2.81340 -1.30169 0.750
C 2.53809 -4.98065 -0.80475 0.175
H 2.19157 -6.74809 0.29423 0.293
C 1.82490 2.30850 4.32575 -0.731
C 1.13141 3.31333 -1.43973 -0.911
H 0.80776 6.26704 0.18686 0.399
H 1.88050 2.73667 -1.97335 0.378
P -0.52239 1.17534 -2.03254 0.942
H -0.69321 1.79977 1.44493 0.344
C -0.46414 2.89044 -5.80557 -0.740
H -3.30808 -2.99242 1.54420 0.222
C -0.45736 2.75182 -4.41998 -0.076
P 1.01376 -0.49899 1.42742 0.838
H -1.29873 -2.52004 5.28573 0.421
H -6.03173 0.40050 -0.77020 0.415
C -0.31191 -1.69538 3.57386 -0.112
H -0.42014 3.87992 -6.24393 0.419
C -0.74831 4.81369 -0.07259 -0.579
C 0.02285 1.94130 2.24609 -0.617
C 2.75731 -6.42247 -0.57622 -0.897
C 2.63406 -2.67562 2.31923 -0.774
C -0.53372 1.77241 -6.62415 -0.471
H 0.51668 -1.31397 4.16449 0.445
H -0.66542 -0.37249 -6.68719 0.419
C -4.98726 0.52239 -1.03271 -0.904
C 5.04508 -2.64285 2.22717 -0.524
H -2.11399 -4.16293 -0.69232 0.319
H -2.74979 -3.23033 -2.06114 0.309
C -2.41657 -2.83287 3.46723 -0.873
H -0.87204 3.77714 2.89621 0.448
C -0.59540 0.50452 -6.05596 -0.693
C 1.48401 4.54727 -0.91264 -0.704
C 0.82145 3.24181 4.10714 -0.642
C -1.33543 -2.36743 4.21335 -0.870
C -1.42999 -1.93517 1.41544 0.018
H -0.40382 3.63518 -3.79299 0.365
C -2.61683 -3.22990 -0.97373 -1.366
Si -1.53959 -1.75437 -0.49097 -0.496
H 3.81649 -6.60141 -0.40402 0.305
H 2.70317 0.45717 3.70153 0.340
H 2.43304 -6.98912 -1.44618 0.337
H 2.49390 4.91994 -1.03257 0.422
H 5.92051 -0.80565 1.53048 0.420
C -0.08375 3.05476 3.06807 -0.522
H -3.22875 -3.35907 3.95618 0.430
H -0.54389 1.88641 -7.70083 0.387
H -3.62115 -3.25680 -0.53128 0.391
C 1.02277 0.99498 2.46879 0.224
H -0.67526 -0.61956 -4.24292 0.233
C -2.29420 0.83191 -1.67455 0.943
H 3.88971 -4.32297 2.88866 0.474
H 5.99823 -3.13223 2.38614 0.404
C -2.68164 -0.27443 -0.89318 -0.171
H 0.74324 4.11260 4.74730 0.392
C 1.92284 1.18468 3.51169 -0.201
H 2.53030 2.44702 5.13650 0.431
C -2.45544 -2.61594 2.09972 -0.146
H -1.48957 5.39545 0.46266 0.472
H 1.71694 -3.20314 2.55158 0.374
C -0.57768 0.37441 -4.67490 -0.730
C 2.57670 -1.36558 1.84928 0.569
Sr 1.15476 -1.52896 -1.56792 1.258
C -4.04611 -0.38475 -0.57469 -0.326
H -2.95151 2.54450 -2.81497 0.478
C -0.51292 1.49201 -3.83794 0.868
C 5.00165 -1.33604 1.74832 -0.700
```

3.
C39H35AlClN2Si2 | ωB97M-V/def2-TZVPD

Summary:
- HOMO level (Eh) = -0.30137
- lowest unoccupied orbital energy (eV) = -4.230
- energy above the lowest of the compared OMol25 structures with the same formula, charge and spin (eV) = 1.546
- charge = +1

The geometry in XYZ format:
```
80
Properties=species:S:1:pos:R:3:mulliken_charge:R:1
H 1.12593 1.15065 -2.55302 0.497
C -1.92704 0.63428 -2.06279 -1.638
C -4.70809 -3.95208 -3.56561 -0.520
C -4.82791 -2.91853 -2.63509 -0.867
H -3.32384 -5.07890 -4.81556 0.397
H 0.71330 -3.85418 2.35178 0.354
H 3.38684 -0.67640 -0.42188 0.475
H -2.02078 -4.00765 -0.38459 0.629
H -0.88524 2.97883 -2.60824 0.594
C -3.68900 -2.19833 -2.24572 0.143
H -3.62942 -0.13342 1.36790 0.392
C 0.67189 -2.02152 1.21953 0.775
C -0.22047 -3.34795 -1.42472 0.716
C 1.01628 4.37950 2.87390 0.922
C 1.55287 -4.99943 -1.53370 -0.729
C -1.00321 -4.25783 -0.68460 -0.147
H 4.44660 -2.80986 0.37479 0.390
H 5.22613 3.20343 4.50696 0.441
Cl -0.29994 1.16186 1.72084 -0.349
C -0.59358 5.88258 3.88768 -0.495
N 2.43762 2.68298 1.87765 0.343
H -0.88176 6.55423 4.69925 0.444
C 1.68235 3.89642 -0.64340 -0.215
H 1.22089 -6.84905 -0.47058 0.399
H -0.28133 0.20023 -0.79578 -1.169
C -3.16311 0.02077 0.39922 -0.777
Al 0.83216 2.63776 0.68824 -0.123
H 3.06723 2.11447 -0.90438 0.993
Si -1.22581 -1.86884 1.42202 -0.293
C 1.03618 2.04613 -1.92395 -0.059
C -1.23470 -0.23387 -1.09865 2.430
C 0.36866 4.12913 -1.17632 -1.074
C -2.00334 -0.71431 0.13261 0.602
C 4.42747 3.03144 3.79008 -0.515
C -1.45420 5.63152 2.81401 -0.997
H 2.54250 -5.28631 -1.90232 0.410
H -5.58328 -4.52698 -3.86572 0.373
C -3.44952 -4.25556 -4.10972 -0.679
H -1.44074 0.84017 -3.02535 0.811
H 2.36576 4.65704 -0.23320 0.584
H -3.76532 -1.42315 -1.48242 0.223
H -2.45136 6.05724 2.79025 0.423
H 1.68636 -2.99581 -2.35685 0.270
H 3.05057 -4.47241 1.60024 0.404
H -4.57892 1.55346 -0.19719 0.447
C -2.32991 -3.49573 -3.75254 -0.455
H -1.70636 4.59044 0.94209 0.589
H -1.34809 -3.71834 -4.18557 0.312
H -1.04815 -6.17546 0.30970 0.442
C 1.51075 -1.11956 0.53237 1.638
C 1.06338 -3.72062 -1.81950 -0.423
H -1.55354 -1.63517 2.78367 -0.203
C 0.80214 -5.88118 -0.75495 -0.417
C 2.61823 -3.50566 1.33551 -0.537
H 0.08314 -1.23210 -3.28727 -0.281
H 5.47011 1.45484 2.69077 0.432
H 1.35182 5.37440 4.73892 0.344
C 4.57684 2.08047 2.77537 -1.077
C 2.05668 2.52925 -1.03088 -0.827
C 3.56218 1.91837 1.83649 0.547
C 0.64431 5.24609 3.91179 -1.086
C -3.69712 0.97640 -0.47452 -0.899
C -1.04103 4.78833 1.78346 0.208
H -3.54886 1.98560 -2.40866 0.482
C -0.46715 -5.50860 -0.31880 -0.906
H 3.09951 4.57173 4.60817 0.401
C 2.27845 3.61661 2.87553 0.935
C -2.43855 -2.46599 -2.80180 0.713
C 0.00858 3.02185 -1.98201 -0.625
H -0.18598 5.07161 -1.07011 0.706
H 3.64435 1.15198 1.05786 0.121
C 1.30212 -3.18574 1.71467 -0.508
C 3.26102 3.79680 3.85600 -1.109
C 2.82520 -1.40045 0.17638 -0.912
H 1.13627 -0.13796 0.26156 -1.001
Si -0.80516 -1.68488 -2.20432 -0.171
C -3.09992 1.25301 -1.72149 -0.704
H -5.79455 -2.66729 -2.19488 0.415
C 3.39648 -2.60327 0.59997 -0.898
N 0.15716 4.14849 1.82137 0.519
```

Taking the records one at a time from the top gives max |F| values of 0.087, 0.014, 0.070 hartree/bohr.